[1]
17
Properties=species:S:1:pos:R:3:forces:R:3:mulliken_charge:R:1 method="wB97M-V/def2-TZVPD" total_charge=+1 energy_ev=-8771.795 relative_energy_kj_mol=270.6 e_homo_ha=-0.506 multiplicity=1
C -3.816102 -0.472336 0.623534 0.0 -0.3 -2.3 -0.70
C -2.679206 0.117644 0.259789 0.5 0.7 0.6 0.05
C 0.549542 -0.875326 0.171052 -0.1 -2.0 0.3 0.36
C -1.756026 -0.396019 -0.774667 -3.4 -2.7 -2.9 -0.55
N -0.456867 -0.799713 -0.393370 -0.1 0.6 0.0 0.11
N 1.686299 -1.230182 0.663226 -1.7 1.9 -0.6 -0.41
N 3.554065 0.041579 -0.520859 0.8 2.7 -0.9 -0.89
H -4.485394 0.090143 1.183969 -0.9 0.8 1.5 0.30
H -4.352261 -1.307567 0.093712 1.3 0.4 0.6 0.25
H -2.339498 1.085968 0.634574 -0.5 -0.2 0.5 0.31
H -1.719439 0.186913 -1.728388 0.4 0.1 1.1 0.32
H -2.448561 -1.309437 -1.181771 2.5 1.3 0.7 0.27
H 2.430185 -0.546814 0.240657 1.4 -0.8 0.3 0.42
H 3.313691 0.305635 -1.513909 0.4 -0.4 1.3 0.32
H 3.976173 0.907455 -0.104473 -1.0 -0.5 -0.4 0.30
H 1.756194 -2.095039 1.147724 0.2 -0.6 0.4 0.24
H 4.406313 -0.486393 -0.563387 0.2 -1.1 -0.3 0.29

[2]
17
Properties=species:S:1:pos:R:3:forces:R:3:mulliken_charge:R:1 method="wB97M-V/def2-TZVPD" total_charge=+1 energy_ev=-8773.588 relative_energy_kj_mol=97.6 e_homo_ha=-0.490 multiplicity=1
C -1.130604 -0.090648 -1.284155 0.4 -2.2 -1.3 -0.38
C -0.792521 -1.001764 -0.288103 -0.1 1.8 0.2 0.46
C -1.062112 1.048651 0.578397 0.5 -2.6 0.8 -0.30
C -0.484253 -2.437960 -0.224215 -6.0 -0.1 -3.3 -1.13
N -1.291377 1.103989 -0.723811 -0.2 1.7 3.4 0.01
N -0.721293 -0.230038 0.890780 -1.7 1.7 -2.4 -0.06
N 1.294074 1.754888 0.448684 1.3 1.1 0.1 -0.71
H -1.301742 -0.110396 -2.373497 0.3 -0.8 0.9 0.41
H -1.066883 1.756352 1.373363 -0.4 0.9 -0.3 0.50
H -1.533227 -3.012720 0.006297 2.7 1.1 -0.5 0.27
H 0.153610 -2.553719 0.519740 3.2 -1.3 3.1 0.41
H -0.163971 -2.681967 -1.231215 0.4 -0.8 0.3 0.32
H -1.404880 2.020365 -1.067419 -0.3 0.7 -1.4 0.23
H -0.655603 -0.498386 1.843899 0.2 -0.7 0.6 0.21
H 1.317134 2.784752 0.565945 -0.3 -0.7 0.2 0.25
H 1.260542 1.342832 1.381049 0.2 0.4 -0.1 0.26
H 2.258340 1.601543 0.146375 -0.2 -0.3 -0.1 0.24

[3]
17
Properties=species:S:1:pos:R:3:forces:R:3:mulliken_charge:R:1 method="wB97M-V/def2-TZVPD" total_charge=+1 energy_ev=-8768.219 relative_energy_kj_mol=615.6 e_homo_ha="-0.430 / -0.430" multiplicity=1
C -2.917520 0.387919 0.697634 -1.8 -0.4 0.8 0.04
C -1.119648 0.695706 -0.997892 -0.3 -0.8 -1.5 -0.60
C 0.329742 -0.440359 -0.086554 -0.7 -0.5 -1.0 0.11
C -0.510265 -1.552481 0.610012 -3.0 4.7 -2.5 -1.28
N -2.143089 0.601782 -0.126023 -0.8 0.4 0.9 -0.03
N 0.965705 0.343313 0.785252 -0.4 -1.6 0.1 -0.65
N 2.028666 1.228755 0.278716 -3.8 1.8 3.1 -0.12
H -3.864925 0.224910 1.322564 2.0 0.5 -1.2 0.40
H -0.731004 1.718029 -1.103862 -0.3 -0.5 0.0 0.30
H -1.487982 0.201448 -1.952465 0.8 0.8 1.0 0.29
H 0.680818 -0.742340 -1.103390 0.3 0.4 0.9 0.39
H -0.768059 -1.111260 1.528212 -0.5 0.1 1.5 0.44
H -0.011540 -2.376694 0.728629 3.4 -4.5 0.9 0.41
H -1.459777 -1.896451 0.091168 1.1 0.9 0.2 0.27
H 2.498415 1.034561 -0.536851 1.2 -0.6 -2.8 0.31
H 2.641508 1.138453 1.076713 0.6 0.7 0.0 0.35
H 1.490069 2.166471 0.296715 2.0 -1.4 -0.4 0.39

[4]
17
Properties=species:S:1:pos:R:3:forces:R:3:mulliken_charge:R:1 method="wB97M-V/def2-TZVPD" total_charge=+1 energy_ev=-8770.099 smiles="CN1CC[NH+]=NC1" relative_energy_kj_mol=434.2 e_homo_ha="-0.496 / -0.496" multiplicity=1
C 0.969963 1.094684 0.326730 -3.6 -2.2 -0.4 -0.47
C -0.045218 0.966777 -0.817625 -1.5 -0.1 -0.3 -0.63
C 0.118253 -1.446450 -0.557992 2.0 1.0 0.2 -0.35
C -1.883375 -0.208035 0.607849 4.4 2.6 -2.3 -0.61
N 1.788674 -0.064583 0.416202 -2.3 -2.1 -1.2 0.42
N 1.433374 -1.213590 0.104686 1.5 0.2 0.0 -0.46
N -0.708450 -0.318743 -0.596504 -3.8 -0.6 2.2 -0.16
H 1.544039 1.883921 0.443415 2.8 4.0 -0.1 0.50
H 0.352834 1.075696 1.206514 -0.2 0.1 0.7 0.30
H -0.917518 1.782655 -0.720615 2.4 -1.6 -0.6 0.31
H 0.412515 0.868613 -1.839875 -0.3 0.8 0.9 0.33
H 0.487167 -1.688020 -1.569911 0.2 -0.1 -0.1 0.34
H -0.085936 -2.444622 -0.146845 -1.2 0.6 0.1 0.36
H -2.080590 -1.169138 0.996511 0.0 -0.8 0.7 0.34
H -1.343168 0.603867 1.262209 -1.8 -1.9 -0.4 0.21
H -2.726186 0.209021 0.091003 -0.4 0.2 0.0 0.28
H 2.683628 0.067940 0.794248 1.9 -0.3 0.6 0.28